Computed, not measured: a 14-piece molecular cluster, C4H36N2O15 overall at a distorted geometry, with ωB97M-V/def2-TZVPD.

Geometry (Å):
N -0.01472 -1.21010 -1.11588
C 0.05963 0.04828 -0.22247
C -0.10077 -0.12325 1.15004
N -0.06614 1.03337 2.02551
C -0.33242 2.32937 1.56018
C -1.86115 2.72185 1.22396
O -2.34629 2.04726 0.09238
O -0.18819 -1.19182 1.68338
H 0.96393 -1.54264 -1.17237
H -0.39648 -1.00982 -2.05818
H -0.64798 -1.91043 -0.73224
H -2.62510 1.15690 0.43408
H 0.08045 0.89364 -0.81996
H -0.31895 0.77333 3.08465
H 0.01842 3.06689 2.37026
H 0.27049 2.52182 0.64089
H -1.97193 3.74435 0.87407
H -2.37390 2.68360 2.13382
H 1.83995 -3.21369 2.17041
H 1.00469 -2.35286 1.28921
O 1.96871 -2.47219 1.50341
H -0.58730 0.32042 -4.06584
H -0.08414 -0.89325 -4.85316
O -0.26667 -0.59973 -4.01584
H 3.83370 1.31435 -1.39509
H 3.01947 0.58971 -2.66525
O 3.39564 1.33659 -2.30202
H 3.42449 0.41581 3.75502
H 2.23811 -0.31902 3.03636
O 3.05675 0.29020 2.89102
H -2.35808 -1.55402 3.33936
H -3.43073 -0.89062 4.02339
O -3.13148 -1.09909 3.12922
H -1.39066 1.90724 -3.83032
H -2.64732 1.11758 -4.31608
O -1.78880 1.37474 -4.55684
H 1.34233 1.75317 -2.70261
H 1.87900 3.24757 -2.66297
O 1.14774 2.71197 -2.90046
H 2.20451 0.86230 0.42416
H 3.40956 0.15411 1.04025
O 3.07910 0.56872 0.17286
H 3.18417 -2.59303 -0.07291
H 3.23657 -1.19751 -0.51389
O 2.93743 -2.05402 -0.94464
H -3.13851 -2.25067 1.37723
H -2.29905 -1.18600 0.66897
O -2.89371 -1.88453 0.46634
H -1.59939 -4.16956 -1.92693
H -2.51963 -3.41214 -0.75393
O -1.68967 -3.90910 -0.95132
H -0.43102 3.28657 -2.54526
H -1.24342 2.47702 -1.49260
O -1.25238 2.75986 -2.35337
H -0.62747 -2.20629 3.01324
H -0.12909 -1.85991 4.37285
O -0.84230 -2.40323 3.99590

Cartesian forces, eV/Å:
0.37 1.45 0.98
-0.80 -2.11 0.04
0.47 5.33 -2.06
-0.68 -2.83 2.32
-0.71 3.04 -0.04
3.03 0.86 -1.28
-1.14 -2.35 1.31
-0.96 -4.72 2.24
-0.27 -0.63 -0.26
0.61 0.14 0.20
0.20 -0.51 0.33
0.31 0.97 -0.97
-0.07 1.52 -0.51
0.55 0.78 -3.51
-0.41 -0.85 -1.25
-0.28 -0.02 0.62
0.74 0.54 0.44
-1.52 -0.79 1.25
0.77 1.19 -1.03
0.90 0.65 -0.07
-0.95 -2.21 1.66
-0.46 -0.46 -0.73
0.62 -0.93 -3.16
0.08 0.57 4.06
-1.47 -1.14 -1.78
-0.52 -3.03 -0.24
2.20 3.93 1.61
0.38 0.10 0.72
2.14 1.49 -0.57
-2.45 -1.74 -0.08
2.58 -1.41 0.56
-0.41 0.12 -0.26
-2.33 1.45 -0.05
-1.04 0.19 0.11
-1.67 -0.34 0.78
2.19 0.91 -0.95
0.22 2.03 -0.12
1.52 0.06 0.34
-0.96 -1.57 -0.52
-0.63 0.04 -0.09
-0.59 1.15 -1.41
1.67 -1.17 1.96
-1.38 0.91 -2.79
-0.81 -0.46 -1.32
1.69 -0.26 3.42
0.35 0.98 -1.80
0.91 0.92 0.43
-1.52 -1.83 1.20
-0.75 0.76 2.24
0.81 -0.37 -0.57
0.20 -0.26 -1.72
-0.83 -1.09 0.50
-0.16 -1.06 3.47
0.06 2.10 -3.77
-0.46 -0.31 1.62
-0.43 -0.31 0.27
1.10 0.57 -1.76

As for the energy relative to the best compared isomer or geometry (same formula, charge and spin): 143.8 kcal/mol. The net charge is 0. The value obtained for the total energy is -38423.125 eV. The value obtained for the HOMO energy is -7.92 eV. The gap between HOMO and LUMO comes out at 7.88 eV.

natural (NBO) population analysis, charges in e, atoms 1 to 4:
1. N -0.74
2. C -0.46
3. C 0.64
4. N -0.70